Record 1
Computed, not measured: a structure of composition C19H33IrN2OPSi at a distorted geometry, with wB97M-V/def2-TZVPD.

Output
* frontier orbital gap (alpha / beta): 0.191 / 0.190 Eh
* ΔE to the lowest compared entry with this formula, charge and spin: 18.1 kcal per mole
* M: 556.76 u
* highest occupied orbital energy (alpha / beta): -4.51 / -7.65 eV
* multiplicity: 6
* energy: -45264.869 eV
* net charge: 0

Positions of all 58 atoms, in Å:
Ir  0.12898  0.53762  -0.11563
Si  -0.44156  2.73318  -0.56695
P  1.79695  0.72105  -1.53681
N  1.03603  0.32843  1.49544
H  -0.71566  -0.19406  -1.56629
C  2.56299  -0.89401  -1.85316
H  3.40553  -0.78203  -2.54987
H  1.82025  -1.57375  -2.29005
H  2.92749  -1.32055  -0.91038
C  1.43290  1.37033  -3.20175
H  2.33912  1.29309  -3.81808
H  1.12019  2.42049  -3.16106
H  0.63440  0.77673  -3.66523
C  3.14985  1.75682  -0.87730
H  3.94677  1.84706  -1.62598
H  3.55459  1.29102  0.02909
H  2.77701  2.75507  -0.62454
C  -1.69744  2.97621  -1.96507
H  -2.48197  2.20933  -1.92598
H  -1.20581  2.95474  -2.94437
H  -2.14682  3.96875  -1.81901
H  -1.07886  3.26136  0.68441
H  0.71732  3.62223  -0.89894
C  1.65215  0.79993  2.56894
C  2.93780  0.38998  4.60215
C  2.29368  -0.09840  3.48344
C  1.69112  2.20762  2.85334
C  2.34386  2.66943  3.97916
C  2.96978  1.77158  4.85789
H  3.42474  -0.30261  5.28869
H  2.24195  -1.16226  3.24174
H  1.18378  2.88028  2.15448
H  2.37041  3.73911  4.18498
H  3.48257  2.15086  5.74595
C  -2.39395  -1.03167  -2.37406
O  -3.04317  -0.34409  -1.54724
C  -2.02968  -2.47050  -2.11088
H  -1.83933  -3.01131  -3.04884
H  -2.82870  -2.98054  -1.56011
H  -1.11710  -2.49957  -1.50413
C  -2.26980  -0.58533  -3.80409
H  -1.59558  -1.23967  -4.36916
H  -1.90568  0.44530  -3.83740
H  -3.25565  -0.61330  -4.29497
N  -1.67552  -0.09909  0.85857
C  -1.79884  -1.48402  1.27489
C  -3.08647  -2.03878  1.27897
C  -3.25095  -3.37953  1.62920
C  -2.13693  -4.15926  1.97077
C  -0.86128  -3.59166  1.96175
C  -0.68799  -2.23914  1.62972
H  -2.46192  0.11123  0.20908
H  -1.78948  0.51007  1.66912
H  -3.93438  -1.42243  0.97876
H  -4.25489  -3.81070  1.63372
H  -2.27144  -5.20671  2.24580
H  0.01656  -4.18738  2.22202
H  0.29810  -1.77655  1.63526

Record 2
Computed, not measured: a structure of composition C19H34AsHgN5O3S, with wB97M-V/def2-TZVPD.

Output
* frontier orbital gap (alpha / beta): 0.261 / 0.296 Eh
* ΔE to the lowest compared entry with this formula, charge and spin: 0.0 kcal per mole
* M: 688.09 u
* highest occupied orbital energy (alpha / beta): -8.78 / -10.97 eV
* multiplicity: 2
* energy: -109688.183 eV
* net charge: +1

Positions of all 64 atoms, in Å:
Hg  0.56526  0.64496  1.37161
N  0.12574  2.63113  3.49268
C  0.51947  2.11237  4.79966
C  1.38946  0.86610  4.63821
N  0.69345  -0.15709  3.83923
H  0.71833  3.37863  3.16048
H  -0.83568  2.93229  3.43630
H  -0.37774  1.84004  5.35933
H  1.06118  2.84666  5.39944
H  1.66553  0.50003  5.63107
H  2.30728  1.13590  4.11058
H  -0.17320  -0.44158  4.28326
H  1.26351  -0.98230  3.70152
C  4.54682  -3.71154  -0.54093
O  3.16060  -3.45993  -0.28035
C  2.76385  -2.72633  0.77720
O  1.59362  -2.45435  0.89950
N  3.77857  -2.34072  1.61532
N  3.45865  -1.67889  2.80426
H  4.57858  -4.19112  -1.51233
H  4.96865  -4.39451  0.19878
H  5.11508  -2.78277  -0.57775
H  4.63077  -2.87521  1.60395
H  4.20014  -1.03181  3.02810
H  3.33899  -2.34992  3.55434
C  -2.02748  -1.35986  -2.38274
As  -0.61570  -1.66366  -1.11232
C  0.35322  -3.08759  -1.95198
C  -1.51786  -2.31602  0.45305
O  0.23614  -0.23686  -0.92001
H  -2.58750  -2.28042  -2.55503
H  -1.57311  -1.03232  -3.31707
H  -2.69909  -0.58614  -2.01537
H  -0.34316  -3.66590  -2.55799
H  0.83058  -3.72082  -1.21376
H  1.11008  -2.63239  -2.58734
H  -2.39793  -2.88359  0.15234
H  -1.82074  -1.45337  1.04544
H  -0.83926  -2.93701  1.03176
N  -0.88781  2.64549  0.63979
S  -1.43803  3.07633  -0.79621
C  -2.88564  2.07747  -1.03932
C  -3.69669  2.32024  -2.14258
C  -4.88355  1.61607  -2.27889
C  -5.26919  0.70546  -1.30204
C  -4.46476  0.49409  -0.19097
C  -3.26713  1.18406  -0.05214
C  -0.31101  2.45417  -2.05038
C  -0.70056  1.82145  -3.22049
C  0.25798  1.51139  -4.17499
C  1.58862  1.84231  -3.96778
C  1.96937  2.46907  -2.78928
C  1.01868  2.78126  -1.83005
H  -0.51459  3.48076  1.07876
H  -3.41637  3.06303  -2.88007
H  -5.51806  1.79563  -3.13701
H  -6.20672  0.17352  -1.40138
H  -4.78081  -0.19372  0.58385
H  -2.63601  1.06524  0.81812
H  -1.73069  1.54713  -3.39114
H  -0.04118  1.01402  -5.08954
H  2.32958  1.60723  -4.72124
H  3.00712  2.72758  -2.62088
H  1.31229  3.26657  -0.90654

Record 3
Computed, not measured: an isolated molecule of C19H34N2O4, with wB97M-V/def2-TZVPD.

Output
* frontier orbital gap: 0.372 Eh
* ΔE to the lowest compared entry with this formula, charge and spin: 1.1 kcal per mole
* M: 354.49 u
* highest occupied orbital energy: -9.42 eV
* SMILES: CCOC(=O)[C@@H](C)NC(=O)[C@@H](NC(=O)[C@H]1CC[C@@H](CC)CC1)C(C)C
* energy: -31427.649 eV
* net charge: 0

Positions of all 59 atoms, in Å:
C  -5.23199  1.81644  -2.58345
C  -4.33295  0.62783  -2.86612
O  -3.76072  0.19064  -1.63131
C  -2.97956  -0.88675  -1.69896
O  -2.85387  -1.58049  -2.66958
C  -2.36665  -1.18858  -0.32498
C  -1.37755  -2.34611  -0.42502
N  -1.74751  0.01784  0.18931
C  -1.09952  0.86495  -0.62654
O  -1.04061  0.73269  -1.83287
C  -0.41888  2.01683  0.13615
N  0.84249  1.51673  0.65591
C  0.90917  0.78157  1.78236
O  -0.09455  0.51742  2.42684
C  2.30797  0.38434  2.24586
C  3.28809  0.03653  1.12319
C  2.84124  -1.21659  0.37519
C  2.76656  -2.40748  1.33234
C  2.33525  -3.69442  0.62120
C  3.39240  -4.24529  -0.32922
C  1.80068  -2.07246  2.47071
C  2.21249  -0.80226  3.21004
C  -0.20384  3.24427  -0.75343
C  -1.55335  3.76682  -1.24098
C  0.54489  4.33879  0.00377
H  -4.65770  2.62089  -2.13178
H  -6.02717  1.53157  -1.89961
H  -5.67080  2.17044  -3.51177
H  -3.51580  0.89372  -3.54543
H  -4.89264  -0.20296  -3.31044
H  -3.19239  -1.44687  0.34860
H  -0.96737  -2.57464  0.55608
H  -0.57400  -2.07534  -1.10566
H  -1.87738  -3.22495  -0.82126
H  -1.57993  0.09200  1.18899
H  -1.04087  2.28031  0.99971
H  1.64594  1.61681  0.05839
H  2.68843  1.25603  2.79575
H  3.42409  0.87076  0.43017
H  4.26423  -0.15341  1.57754
H  1.85838  -1.05260  -0.07400
H  3.54772  -1.42493  -0.42961
H  3.76306  -2.56907  1.76131
H  1.41244  -3.51019  0.06772
H  2.11924  -4.45180  1.37882
H  3.06400  -5.19551  -0.74355
H  4.33157  -4.40742  0.19582
H  3.57288  -3.56351  -1.15608
H  0.79696  -1.93504  2.06462
H  1.76171  -2.90348  3.17820
H  1.47621  -0.57763  3.98262
H  3.18172  -0.95212  3.69035
H  0.38128  2.93068  -1.62477
H  -2.06566  3.00368  -1.81906
H  -1.41046  4.63987  -1.87302
H  -2.18006  4.04885  -0.39707
H  -0.03315  4.65916  0.86808
H  1.51557  3.99437  0.35246
H  0.70026  5.19906  -0.64255

Record 4
Computed, not measured: a cluster of 2 separate species, C19H34N2O8S in total at a distorted geometry, with wB97M-V/def2-TZVPD.

Output
* frontier orbital gap: 0.354 Eh
* M: 450.55 u
* highest occupied orbital energy: -9.58 eV
* SMILES: CC(=O)NCCCC[C@]1(CCCOC(C)=O)OC(=O)O[C@]1(S)CCO.CNC(C)=O
* energy: -50439.933 eV
* net charge: 0

Positions of all 64 atoms, in Å:
C  -1.40319  2.50937  -5.51049
C  -2.78974  2.37038  -4.60799
O  -3.54720  3.45060  -4.27979
N  -3.31989  1.02332  -4.13810
C  -2.24760  0.37583  -3.28855
C  -2.88244  -0.40387  -1.98445
C  -2.78867  -2.05687  -2.18748
C  -2.59131  -2.81026  -0.74673
C  -1.07114  -2.76811  -0.13533
C  0.01499  -2.06351  -1.13572
C  1.57936  -2.16107  -0.66510
C  2.26895  -0.64956  -0.47118
O  3.46571  -0.70486  0.38349
C  3.10209  -0.51230  1.80326
C  2.56764  0.91706  2.45112
O  3.19527  -1.59056  2.60885
O  -0.68106  -4.21379  -0.23491
C  -0.14302  -4.73560  1.04852
O  0.17008  -5.97547  1.43435
O  0.02012  -3.61817  2.01739
C  -0.93258  -2.62177  1.49084
S  -0.58023  -0.78582  1.71915
C  -2.23458  -2.83982  2.46171
C  -1.96040  -3.73223  3.80991
O  -1.06368  -3.07135  4.80256
H  -0.49502  2.61210  -4.75117
H  -1.32288  1.57934  -6.21748
H  -1.51566  3.46472  -6.17912
H  -4.20530  1.20066  -3.60484
H  -1.65393  -0.39381  -3.95022
H  -1.48110  1.17329  -2.85339
H  -2.33107  -0.14782  -0.97709
H  -4.01279  -0.05765  -1.82205
H  -3.87374  -2.36798  -2.57765
H  -2.04479  -2.37925  -3.03030
H  -3.41801  -2.35266  -0.01721
H  -2.91496  -3.95120  -0.87951
H  -0.05038  -2.62265  -2.18869
H  -0.22009  -0.93665  -1.34562
H  1.78617  -2.83770  0.26590
H  2.19832  -2.64850  -1.56260
H  2.58960  -0.30708  -1.56659
H  1.50020  0.14749  -0.09327
H  1.80683  1.48564  1.72801
H  3.47223  1.63669  2.66568
H  1.97839  0.66257  3.43032
H  -0.93426  -0.33764  3.00132
H  -3.17856  -3.29815  1.93428
H  -2.57670  -1.76220  2.84499
H  -3.01355  -3.81875  4.36537
H  -1.64685  -4.85878  3.59172
H  -0.28816  -3.71601  4.95574
C  2.96874  5.38500  3.00799
N  2.32926  5.01662  1.76675
C  2.90111  4.85125  0.53987
C  4.38354  5.06919  0.41395
O  2.20391  4.53280  -0.42081
H  2.78841  4.58635  3.73166
H  2.50455  6.30657  3.36741
H  4.04283  5.53823  2.89472
H  1.32970  4.85262  1.77071
H  4.69033  4.90046  -0.62216
H  4.63505  6.09785  0.68542
H  4.92119  4.36349  1.05263

Which value of energy does entry 1 give? -45264.869 eV